{
  "formula": "C25H47AsO6P2PdS2Si3",
  "method": "wB97M-V/def2-TZVPD",
  "orbital_gap_ha": 0.19345,
  "total_energy_ev": -167176.562,
  "total_charge": -2,
  "e_homo_ev": -0.87,
  "e_above_lowest_kj_mol": 222.8,
  "fmax_ev_per_a": 2.93,
  "symbols": ["H", "H", "H", "C", "H", "H", "C", "H", "H", "C", "H", "H", "As", "H", "C", "H", "H", "H", "H", "H", "H", "C", "C", "Si", "Si", "C", "H", "H", "C", "H", "H", "H", "O", "H", "H", "C", "H", "C", "H", "O", "H", "H", "C", "S", "P", "H", "O", "C", "H", "P", "C", "C", "O", "H", "H", "S", "C", "O", "H", "H", "H", "C", "H", "H", "C", "Si", "C", "H", "H", "C", "H", "C", "O", "C", "C", "H", "H", "H", "H", "H", "C", "C", "H", "Pd", "H", "H", "C"],
  "xyz": [[2.321145, 4.229655, -3.018362], [-1.589329, -4.529765, 2.126387], [2.401698, 2.312716, 3.026966], [-3.161369, -0.746827, 1.472462], [-2.197379, -3.964317, 0.555817], [1.777918, -3.183972, 3.001495], [-1.471614, 2.478840, -3.040959], [0.893102, 2.802422, 1.533112], [3.343504, -2.176003, 3.632794], [1.703924, 4.585058, -2.204150], [0.956724, 3.524968, -4.400975], [-1.277775, -4.212362, -1.661569], [0.135289, -0.621167, 1.470558], [1.587467, -4.623532, -0.272540], [2.108614, 1.518163, 3.715229], [-1.448617, -1.901353, 4.915765], [-4.142730, -0.386158, 1.794553], [-0.496445, -5.891946, -5.512999], [-1.420358, 1.313945, 4.419190], [-1.302348, -6.139164, -3.181329], [-2.094907, 5.019082, 1.556319], [-2.457620, 4.260565, 0.859321], [-0.035508, 4.221765, -0.593569], [-1.813306, -0.594608, 2.790371], [2.061966, -0.163415, 2.797367], [-0.124590, -3.789898, -5.292753], [-2.847650, -0.167591, 0.599289], [-0.079839, 4.072729, 2.320301], [0.752276, -3.517319, 2.823098], [1.916301, -2.953534, -0.732710], [0.728083, -4.608645, 2.949029], [-2.498696, 1.807703, 3.102548], [-0.693827, -2.489162, -0.594464], [-1.708499, 1.735734, -3.804882], [0.526057, 1.867035, -4.886590], [0.246746, 5.476307, -0.055276], [-0.292078, 5.826421, 0.816864], [-2.164184, -1.943558, 4.088011], [-0.962084, -5.226219, 0.631052], [-1.642255, -0.713617, -1.850684], [-2.113399, -2.945566, 3.654582], [2.084403, 2.152593, -4.145765], [2.896353, -1.293882, 4.095740], [0.220468, -1.119161, -5.212206], [0.266302, 2.125159, -2.490382], [-3.166276, -1.797330, 4.502593], [-0.471600, -0.191481, -4.334393], [-0.143532, -2.689273, -4.443909], [-2.156415, 2.337118, -2.210201], [-1.136890, 3.031391, 0.316205], [-0.964113, -4.087748, -2.685080], [3.320008, -0.021533, 1.381085], [-0.394957, -1.208818, -6.533841], [-2.866475, 4.750158, -0.026631], [2.195183, -1.640458, 4.861170], [-0.446543, -1.531539, -1.772829], [0.654973, 3.785785, -1.732326], [0.937927, -1.111583, -1.755406], [1.427778, 7.267298, -0.152852], [-3.106481, 0.787166, 4.415169], [2.800734, 0.384649, 0.508357], [-0.106988, 3.083676, 1.855026], [-1.569588, 3.489883, -3.443588], [0.171959, -3.622412, -6.319752], [-2.242605, 0.985516, 3.774781], [0.142392, -3.017746, 1.013170], [-1.307433, -4.295394, 1.096831], [4.173807, 0.624203, 1.606509], [-0.445177, 2.338410, 2.568139], [-0.515917, -5.038305, -4.844637], [2.596130, -3.607526, 0.768818], [-0.959636, -5.175496, -3.541823], [1.665945, -1.008389, -5.263424], [-0.535613, -2.824416, -3.101132], [1.719630, -3.607414, 0.116258], [3.689635, -0.730247, 4.593960], [2.844745, 1.482721, 4.521661], [2.793505, 6.426113, -2.059222], [1.145078, 1.797721, 4.149828], [-3.261315, -1.785166, 1.141397], [1.233178, 6.293358, -0.588156], [1.038735, 2.466874, -4.143964], [3.695721, -1.008593, 1.094008], [-0.192367, 0.788085, -0.428786], [-3.262991, 3.705255, 1.345158], [0.125049, -3.077096, 3.606841], [1.988865, 5.824463, -1.651065]],
  "atomic_forces_ev_per_a": [[-0.0460, 0.0478, -0.0138], [0.0549, -0.0211, -0.0359], [-0.0484, -0.0020, 0.0329], [0.2068, -0.0680, -0.0569], [0.0297, -0.0819, 0.0206], [-0.1745, -0.1390, -0.0340], [0.1200, -0.1213, -0.0843], [0.0318, -0.0150, 0.0484], [-0.0046, 0.0754, 0.0661], [-0.0538, 0.0057, -0.0578], [-0.0414, -0.0384, -0.0182], [-0.0520, -0.0564, -0.0284], [0.1542, -0.0683, 1.3010], [-0.0710, 0.0158, 0.0392], [-0.4054, -0.0667, -0.1711], [-0.0363, -0.0215, -0.0264], [0.0407, -0.0222, 0.1328], [-0.0061, 0.0077, -0.0086], [-0.0588, 0.0220, -0.0192], [0.0139, 0.0158, 0.0336], [0.0369, 0.0056, -0.0231], [-0.0630, -0.3008, -0.1536], [-0.0820, 0.0750, 0.0283], [-0.8692, -0.0002, 0.1496], [0.8525, 0.2350, -0.0765], [-0.0216, -0.0135, 0.1382], [-0.0727, -0.0064, -0.0400], [-0.0250, 0.0111, 0.0205], [0.0477, 0.2299, -0.0399], [0.1061, -0.0654, -0.0540], [0.0061, 0.0036, -0.0685], [0.0162, 0.0039, 0.0434], [-0.0430, 0.6781, -0.3626], [0.0396, 0.0351, 0.0326], [-0.0748, -0.1532, 0.0308], [0.0088, 0.0432, -0.0785], [-0.0365, -0.0253, -0.0016], [0.3377, -0.0898, -0.1116], [0.0577, 0.0420, 0.0016], [0.8355, 0.2091, -0.3941], [-0.0114, 0.0776, 0.0480], [-0.0022, 0.0858, -0.0523], [-0.3582, -0.1920, -0.0755], [-0.2595, 0.1238, -0.3946], [-0.3971, 0.6851, -0.0193], [-0.0162, 0.0739, -0.0734], [0.2004, 0.3671, 0.0451], [-0.1623, 0.0907, 0.3484], [-0.0678, 0.0269, 0.0594], [0.4240, 0.1000, 0.2639], [0.1015, 0.1492, 0.0663], [-0.1559, -0.0636, 0.0343], [0.0891, -0.1236, 0.0249], [-0.0456, -0.0110, 0.0188], [0.0606, -0.0066, -0.0372], [-0.5113, -2.8650, -0.3090], [0.2178, -0.0964, 0.1091], [-0.6282, 0.1562, -0.6961], [0.0129, -0.0055, -0.0074], [-0.0193, -0.0900, -0.0643], [0.0559, 0.0393, -0.0283], [-0.1108, -0.0173, -0.1507], [0.0267, 0.0087, -0.0391], [-0.0078, -0.0150, -0.0018], [0.3991, 0.0399, -0.1691], [0.5728, -0.9705, 0.6180], [-0.2076, 0.3585, -0.0247], [-0.0072, -0.0356, 0.1150], [-0.0161, 0.0124, 0.0164], [0.0244, 0.0020, -0.1302], [-0.0621, -0.0147, 0.0477], [-0.0488, -0.1205, 0.0584], [0.1080, 0.0790, 0.1576], [0.0593, -0.0549, -0.1730], [-0.1675, 0.2311, -0.1198], [0.0001, 0.0940, -0.0782], [0.0240, -0.0969, -0.0306], [0.0260, -0.0260, 0.0170], [0.0725, 0.0201, 0.0115], [0.0065, 0.0460, -0.0017], [-0.0094, -0.0130, 0.0247], [0.2857, -0.3056, 0.1634], [-0.0181, 0.0173, 0.0185], [-0.2426, 1.9308, 0.2708], [0.0030, 0.0182, 0.0036], [0.0868, -0.1069, -0.0231], [-0.0347, 0.0121, -0.0023]]
}